# 1
The following is a DFT calculation (ωB97M-V/def2-TZVPD) of one molecule with the formula C2H3NO2S2 in a non-equilibrium geometry.

Last column: Löwdin charge in e.
Element x y z (Å)
1 N 0.75718 -0.56107 1.30077  0.0746
2 C 0.71134 -0.86379 0.00312  -0.8909
3 S 1.37183 -2.14378 -0.90913  0.6171
4 C -0.19092 -0.09619 -1.03086  -0.2320
5 S -0.89585 1.40241 -0.42002  0.8159
6 O -1.70185 1.94645 -1.48045  -0.3341
7 O -1.22654 1.61027 0.96304  -0.3264
8 H 0.02035 0.11691 1.57047  0.0737
9 H 0.95184 -1.28979 2.04680  0.1520
10 H 0.20262 -0.12142 -2.04374  0.0501

Forces on atoms 1 to 6 (eV/Å):
-1.142 -0.422 1.356
-0.755 -0.857 -3.694
-0.248 0.867 1.646
1.530 0.946 4.470
-0.313 -2.076 -3.019
0.146 0.747 0.679

Its SMILES is NC(=S)C=S(=O)=O. As for the HOMO-LUMO gap: 6.9 eV. The value obtained for the maximum force is 4.82 eV/Å. Its energy relative to the best compared isomer or geometry (same formula, charge and spin) is 2.9341 eV. As for the net charge: 0. Its HOMO energy is -8.94 eV.

---

# 2
The following is a DFT calculation (ωB97M-V/def2-TZVPD) of a 2-piece molecular cluster, C2H2N2O overall in a non-equilibrium geometry.

Last column: Löwdin charge in e.
Element x y z (Å)
1 C 1.37605 0.65807 0.05248  -0.1729
2 C 0.18022 -0.14000 0.01595  -0.1107
3 N 2.33229 1.28358 0.02688  0.1930
4 N -1.11680 0.04046 0.01819  0.1734
5 O 0.58621 -2.07128 -0.10016  -0.3404
6 H -1.56690 0.93369 0.05832  0.1241
7 H -1.79107 -0.70451 -0.07166  0.1337

Forces on atoms 1 to 6 (eV/Å):
-2.801 -0.596 -0.036
0.535 -6.875 -0.456
0.885 0.421 0.035
1.755 1.016 0.002
-1.224 6.015 0.358
0.146 0.824 0.071

As for the HOMO-LUMO gap: 7.8 eV. The value obtained for the maximum force is 6.91 eV/Å. Its energy relative to the best compared isomer or geometry (same formula, charge and spin) is 6.1013 eV. As for the net charge: 0. Its HOMO energy is -9.37 eV.

---

# 3
The following is a DFT calculation (ωB97M-V/def2-TZVPD) of C45H46FN7O5Sn as an isolated structure in a non-equilibrium geometry.

Last column: Löwdin charge in e.
Element x y z (Å)
1 Sn 13.35813 12.09037 17.64353  1.2954
2 C 14.96164 7.33859 17.41195  -0.0917
3 C 15.51165 8.77341 17.22770  -0.3614
4 C 16.99593 8.81385 17.60452  -0.0635
5 C 15.39882 9.31566 15.78564  -0.2230
6 C 14.98562 8.42532 14.77474  -0.0288
7 C 14.99258 8.77952 13.44416  -0.0391
8 C 15.56934 10.00518 13.05919  -0.3169
9 C 15.72308 10.30417 11.63093  -0.0805
10 C 16.08846 10.83714 14.02838  -0.0216
11 C 15.93580 10.51364 15.42909  -0.0473
12 H 15.19995 7.02780 18.40287  0.0249
13 H 15.53138 6.74173 16.70967  0.0696
14 H 13.84681 7.33239 17.38663  0.1002
15 H 14.97514 9.45359 17.92044  0.0959
16 H 17.51176 7.98186 17.11326  0.0865
17 H 17.14695 8.59995 18.66716  0.0805
18 H 17.44899 9.79333 17.48186  0.0721
19 H 14.70909 7.39210 15.12771  0.1096
20 H 14.67594 8.04049 12.81684  0.0742
21 H 14.99215 11.03041 11.26932  0.0727
22 H 15.72603 9.42819 10.95452  0.0851
23 H 16.68397 10.85202 11.52352  0.0832
24 H 16.51973 11.79272 13.71444  0.1096
25 H 16.19463 11.25874 16.19651  0.0962
26 C 10.56298 19.87719 16.82410  -0.0801
27 C 9.76198 18.59182 16.94006  -0.1898
28 N 10.61762 17.39711 16.65741  -0.0257
29 C 11.12260 16.64380 17.74637  0.0892
30 C 11.82630 15.49347 17.58870  -0.0217
31 C 12.14100 14.78495 18.90539  -0.5760
32 O 11.64309 15.32140 19.88349  0.0552
33 O 12.76988 13.69148 18.81700  -0.1898
34 C 12.26584 15.06644 16.31103  -0.3291
35 O 12.94910 14.09685 16.02227  -0.0645
36 C 11.66185 15.87882 15.22204  -0.0117
37 C 11.88131 15.38275 13.88231  0.1067
38 C 11.32618 16.02872 12.79815  -0.1753
39 F 11.56692 15.60976 11.50478  0.0390
40 C 10.39589 17.07011 13.04566  -0.1506
41 C 10.18306 17.57878 14.29782  0.0598
42 C 10.78902 16.96338 15.40201  -0.1773
43 N 9.58971 17.55592 11.91248  -0.1113
44 C 9.01577 16.56255 11.06269  -0.1715
45 C 8.08792 17.25922 10.07201  -0.0630
46 N 7.97815 18.71465 10.45016  0.0612
47 C 9.27190 19.43091 10.36955  -0.0726
48 C 10.30512 18.51981 11.08674  -0.1268
49 H 9.90835 20.75885 17.03204  0.0877
50 H 11.07500 20.03409 15.87162  0.0693
51 H 11.30771 19.91168 17.65418  0.0926
52 H 8.83233 18.59873 16.38167  0.1058
53 H 9.46952 18.52576 17.99894  0.1239
54 H 10.86098 17.06300 18.72014  0.1469
55 H 12.65257 14.57218 13.77072  0.1572
56 H 9.46841 18.37043 14.53016  0.1138
57 H 8.41898 15.86244 11.59464  0.1332
58 H 9.71347 16.02474 10.43815  0.1174
59 H 7.08879 16.82458 10.18785  0.1350
60 H 8.42191 17.06680 9.00517  0.1622
61 H 7.67778 18.74030 11.33895  0.1219
62 H 7.32416 19.19006 9.85667  0.1780
63 H 9.14704 20.32558 10.97157  0.1288
64 H 9.50644 19.70794 9.27334  0.1696
65 H 10.84105 19.18716 11.75570  0.1349
66 H 10.96274 18.00708 10.36765  0.1385
67 C 13.18204 14.93510 25.58166  -0.0526
68 C 14.44543 14.99770 24.84474  -0.2533
69 C 15.57004 15.33549 25.58371  -0.0611
70 C 16.78933 15.36298 24.96869  -0.0879
71 C 16.94573 14.91741 23.63806  -0.0146
72 C 15.83308 14.62766 22.91297  -0.2378
73 N 15.91991 14.25670 21.55513  0.1093
74 C 15.70307 15.14851 20.55256  -0.1811
75 C 15.34665 16.48534 20.74812  -0.0180
76 C 15.06211 17.30339 19.65682  -0.0739
77 C 15.22279 16.88403 18.31789  -0.0979
78 C 15.50530 15.56240 18.13995  -0.0735
79 C 15.68804 14.70200 19.17689  -0.0786
80 C 15.79296 13.23327 18.88780  -0.5158
81 O 16.41692 12.42680 19.58283  0.0485
82 O 15.27454 12.88287 17.68073  -0.3027
83 C 14.57412 14.68370 23.50824  -0.1401
84 C 13.37379 14.37218 22.62151  0.0061
85 H 13.29014 15.58729 26.41241  0.0616
86 H 12.92868 13.92339 25.92001  0.1049
87 H 12.37842 15.38270 25.00690  0.0729
88 H 15.55920 15.54638 26.65525  0.1150
89 H 17.69802 15.58480 25.49521  0.0910
90 H 17.99782 14.86334 23.27786  0.1264
91 H 16.31906 13.36214 21.28193  0.1316
92 H 15.26612 16.82430 21.75931  0.1077
93 H 14.74280 18.31208 19.89118  0.0926
94 H 15.02236 17.52381 17.49667  0.0801
95 H 15.54973 15.19629 17.13400  0.1141
96 H 13.40818 14.81813 21.64984  0.0412
97 H 12.51442 14.81062 23.14068  0.0722
98 H 13.24209 13.32869 22.42039  0.0892
99 N 13.57828 10.98950 19.69375  0.0702
100 C 13.20821 10.01487 20.17442  -0.1891
101 C 12.76297 8.83395 20.73266  -0.2793
102 C 11.65860 8.84259 21.58886  -0.2604
103 N 10.76372 8.93872 22.29068  0.1205
104 C 13.44662 7.65169 20.44227  -0.2500
105 N 13.95400 6.62106 20.38691  0.1396

Forces on atoms 1 to 6 (eV/Å):
0.214 -0.341 -0.473
-0.167 1.691 0.044
-0.271 0.671 0.021
-0.070 -0.573 1.051
-0.057 -2.049 0.475
-0.240 -0.619 1.104

As for the HOMO-LUMO gap: 4.5 eV. The value obtained for the maximum force is 5.15 eV/Å. Its energy relative to the best compared isomer or geometry (same formula, charge and spin) is 2.3306 eV. As for the net charge: 0. Its HOMO energy is -6.57 eV.

---

# 4
The following is a DFT calculation (ωB97M-V/def2-TZVPD) of a 2-piece molecular cluster, C9H14 overall in a non-equilibrium geometry.

Last column: Löwdin charge in e.
Element x y z (Å)
1 C -1.98865 0.35825 -1.69567  -0.0576
2 C -1.56925 0.25996 -0.25543  -0.2856
3 C -1.06049 1.39181 0.39784  -0.0624
4 C -0.67512 1.31439 1.72543  -0.0960
5 C -0.74413 0.10410 2.42413  -0.1012
6 C -1.20741 -1.00790 1.75817  -0.0960
7 C -1.65986 -0.93137 0.44249  -0.0557
8 H -3.04184 0.65428 -1.76471  0.0830
9 H -1.81919 -0.55751 -2.25698  0.0757
10 H -1.48185 1.16525 -2.22408  0.0716
11 H -0.94389 2.34845 -0.09597  0.1091
12 H -0.18240 2.19072 2.13204  0.0999
13 H -0.43758 0.16218 3.45956  0.0987
14 H -1.23989 -1.86998 2.41551  0.1016
15 H -2.14847 -1.81268 0.04863  0.1106
16 C 2.60276 -1.24432 -0.76575  -0.1611
17 C 2.50400 0.26945 -0.86304  -0.1760
18 H 3.09554 -1.59148 0.13859  0.0609
19 H 1.56390 -1.59656 -0.71793  0.0540
20 H 2.98769 -1.79914 -1.61815  0.0583
21 H 2.36644 0.73163 0.11313  0.0573
22 H 1.71203 0.67978 -1.49483  0.0539
23 H 3.36766 0.78068 -1.30298  0.0570

Forces on atoms 1 to 6 (eV/Å):
-0.420 0.464 -0.154
0.200 0.494 -0.381
-0.024 -0.475 0.316
0.470 -0.098 -0.401
0.265 1.701 -0.566
-0.135 0.072 1.188

Its SMILES is Cc1ccccc1.CC. As for the HOMO-LUMO gap: 10.1 eV. The value obtained for the maximum force is 1.81 eV/Å. Its energy relative to the best compared isomer or geometry (same formula, charge and spin) is 0.4289 eV. As for the net charge: 0. Its HOMO energy is -9.06 eV.

---

The electronic energy results, record by record, are as follows: -1079.5130 -261.9397 -2815.9468 -351.3144 a.u..